No. 1
The following is a DFT calculation (ωB97M-V/def2-TZVPD) of 2 unconnected molecules or ions with the total composition C3H9NOS at a distorted geometry.

Atoms and positions in Å:
1 N -0.734736 -2.657918 0.088210
2 C -0.873421 -1.993269 -1.159168
3 O -0.908704 -2.583508 -2.193861
4 H -1.250307 -2.374801 0.848424
5 H -0.847562 -3.773370 -0.050481
6 H -1.413313 -0.941462 -1.123923
7 C 2.102044 1.337812 0.368753
8 S 0.599402 0.680282 1.139591
9 C -0.652849 1.900771 0.610200
10 H 1.818483 1.607070 -0.769355
11 H 2.915602 0.555429 0.429572
12 H 2.136437 2.324455 0.666814
13 H -0.171251 2.523137 -0.212247
14 H -1.388651 1.331566 -0.052159
15 H -1.331173 2.063806 1.409630

Cartesian forces, eV/Å:
1.23 -3.84 -3.61
-3.62 0.43 2.14
1.20 -0.34 -1.09
-1.16 1.33 1.85
0.57 3.63 0.28
1.81 -1.25 0.43
-1.78 -1.49 -3.80
-0.09 -0.37 0.26
0.04 -2.56 -3.46
0.86 -1.44 1.95
-0.74 1.56 0.12
1.52 1.84 1.60
-0.88 0.42 2.00
0.92 0.23 0.44
0.12 1.83 0.88

SMILES: NC=O.CSC
E (hartree): -647.80658
Orbital gap (Eh): 0.335

No. 2
The following is a DFT calculation (ωB97M-V/def2-TZVPD) of 2 unconnected molecules or ions with the total composition C3H9NOS at a distorted geometry.

Atoms and positions in Å:
1 C 1.749645 2.371754 -2.643619
2 C 1.371810 1.118364 -3.017965
3 N 0.882342 0.169858 -2.127325
4 H 1.445422 2.565279 -1.584782
5 H 2.087808 3.147069 -3.241190
6 H 1.481312 0.789871 -3.964505
7 H 0.428718 0.295467 -1.320189
8 H 0.404133 -0.656460 -2.430122
9 C -1.009085 -1.192700 3.657695
10 S -0.806925 -1.919525 1.978743
11 O -2.123784 -1.341107 1.207476
12 H -1.816440 -1.730423 4.221137
13 H -0.292407 -1.591414 4.267039
14 H -0.896743 -0.099265 3.421641
15 H -2.905805 -1.926769 1.575967

Cartesian forces, eV/Å:
-2.15 -2.81 2.26
-0.01 2.43 3.51
1.30 -1.75 -3.22
0.71 0.38 -0.90
0.64 1.00 -1.16
0.40 -1.19 -3.04
-1.34 2.20 3.93
0.44 -0.27 -1.35
-1.72 0.19 -2.28
1.05 -0.53 1.03
-3.05 -1.54 1.13
-0.54 1.55 -0.95
3.07 -0.48 1.10
-0.81 -1.03 1.35
2.00 1.85 -1.40

SMILES: C=CN.CSO
E (hartree): -647.77819
Orbital gap (Eh): 0.312

No. 3
The following is a DFT calculation (ωB97M-V/def2-TZVPD) of a gas-phase ion, C3H9NOS (charge +1) at a distorted geometry.

Atoms and positions in Å:
1 C -0.172353 1.711665 0.041905
2 O 1.168010 1.937956 -0.393674
3 C -0.077198 0.348256 0.786080
4 C 0.183323 -0.834388 -0.136612
5 S -1.186039 -1.888559 -0.972406
6 N 1.051516 0.539053 1.721113
7 H -1.038131 1.614410 -0.706141
8 H -0.334235 2.693328 0.567693
9 H 1.346820 2.465359 -1.127620
10 H -1.011522 0.097238 1.376054
11 H 0.812862 -0.591393 -0.993802
12 H 0.880409 -1.525298 0.389205
13 H -1.224742 -2.811668 0.014638
14 H 1.842422 0.072017 1.328019
15 H 1.395413 1.572737 1.663819

Cartesian forces, eV/Å:
-1.14 0.89 -1.15
-0.03 -2.37 1.00
-1.25 2.31 1.77
1.26 -1.87 -1.02
1.41 1.26 1.39
0.25 1.48 -0.30
1.59 0.35 0.26
-0.88 -1.62 0.61
-0.28 1.52 -1.96
0.93 0.56 -0.60
-0.37 0.67 -0.36
-1.13 -0.15 0.04
-0.15 -0.05 -0.11
0.83 -0.55 0.18
-1.03 -2.44 0.27

<S²>: 0.754
Multiplicity: 2
Total charge: +1
E (hartree): -647.48046
Orbital gap (alpha / beta) (Eh): 0.358 / 0.145

No. 4
The following is a DFT calculation (ωB97M-V/def2-TZVPD) of C3H9NOS2 in the gas phase at a distorted geometry.

Atoms and positions in Å:
1 C -0.813628 1.290588 0.844589
2 S -1.179407 -0.318660 0.301068
3 O -0.632371 -1.361085 1.292819
4 S -2.913517 -0.729073 -0.349544
5 C -0.194466 -0.149098 -1.105895
6 C 1.311893 -0.042873 -0.618649
7 N 1.711941 -1.142400 0.227572
8 H -1.023453 1.205928 2.065021
9 H 0.225590 1.813856 0.725873
10 H -1.720601 2.058183 0.317118
11 H -0.439020 -1.126409 -1.494288
12 H -0.429781 0.766282 -1.717098
13 H 1.413201 0.864108 0.055139
14 H 1.995794 0.203117 -1.463597
15 H 1.133933 -1.062649 1.056400
16 H 1.553885 -2.269819 -0.136522

Cartesian forces, eV/Å:
-2.97 4.50 3.65
0.89 -2.46 1.91
-1.73 2.94 -1.98
-0.70 0.50 0.26
2.48 0.24 -0.48
-0.21 0.32 -0.12
0.88 -3.61 -1.09
0.38 0.65 -3.18
-2.20 -1.58 0.00
2.79 -2.36 1.75
0.52 -0.11 -1.41
-0.43 -1.27 0.54
0.04 -1.12 -1.04
-0.52 -0.67 0.36
0.42 -0.59 -0.08
0.35 4.63 0.92

SMILES: C[S@@](=O)(=S)CCN
E (hartree): -1045.92392
Orbital gap (Eh): 0.349

No. 5
The following is a DFT calculation (ωB97M-V/def2-TZVPD) of C3H9NOS2 in the gas phase at a distorted geometry.

Atoms and positions in Å:
1 N 0.611969 0.739405 -1.336250
2 C 1.189157 0.161336 -0.071312
3 C 1.918427 1.305128 0.795465
4 O 3.281773 1.403286 0.244350
5 C 0.241551 -0.422091 0.897628
6 S -1.051389 -1.485014 0.008952
7 S -2.458705 -0.130926 -0.153559
8 H -0.384502 0.788907 -1.491432
9 H 0.750665 -0.026335 -2.092522
10 H 1.913714 -0.695808 -0.271629
11 H 1.375621 2.244531 0.590656
12 H 1.834512 0.943725 1.849785
13 H 3.055093 1.399983 -0.736881
14 H -0.405692 0.394705 1.341326
15 H 0.679280 -0.896011 1.748639
16 H -3.289964 -0.967017 -0.955961

Cartesian forces, eV/Å:
1.88 -2.74 -1.90
0.68 0.69 0.36
0.35 -1.64 -2.23
-1.85 0.12 -0.62
-3.89 0.90 -0.40
2.89 -2.18 1.12
-3.16 0.94 -1.22
-0.54 0.38 1.38
0.36 1.69 1.51
-0.50 1.52 -0.32
0.13 -0.34 0.50
0.92 0.85 -0.71
0.78 0.17 1.66
0.61 -0.66 -0.33
0.33 -0.82 0.20
1.03 1.13 1.00

SMILES: N[C@@H](CO)CSS
E (hartree): -1046.00505
Orbital gap (Eh): 0.317

No. 6
The following is a DFT calculation (ωB97M-V/def2-TZVPD) of C3H9NOSi2 in the gas phase at a distorted geometry.

Atoms and positions in Å:
1 C 0.837650 -1.253531 0.915643
2 N 1.016992 -0.063235 0.548134
3 C 0.038504 0.300552 -0.345628
4 C -1.164291 -0.243337 -0.116477
5 Si -1.953966 -0.949364 1.421189
6 O 0.309303 1.116790 -1.357594
7 Si 1.682813 1.865359 -1.840107
8 H 1.423530 -1.615914 1.751002
9 H 0.237084 -1.988714 0.388912
10 H -1.907138 0.044893 -0.861526
11 H -2.192440 -2.391054 1.254974
12 H -3.248839 -0.287818 1.613879
13 H -1.106367 -0.734777 2.596652
14 H 1.757651 1.500428 -3.252865
15 H 2.850372 1.411472 -1.092395
16 H 1.419142 3.288249 -1.623792

Cartesian forces, eV/Å:
1.99 -1.26 0.92
0.66 0.67 0.03
-0.88 -0.73 0.25
-2.11 0.99 -0.69
0.24 0.29 -0.80
-0.54 -0.37 0.27
0.21 0.24 -0.16
0.08 -0.10 0.19
-0.15 0.09 -0.06
-0.06 0.00 -0.03
-0.05 -0.22 0.09
-0.23 0.06 0.07
0.17 -0.02 0.23
0.24 0.15 -0.28
0.25 -0.06 0.08
0.19 0.26 -0.10

SMILES: C=N/C(=C\[SiH3])O[SiH3]
E (hartree): -828.62023
Orbital gap (Eh): 0.341

No. 7
The following is a DFT calculation (ωB97M-V/def2-TZVPD) of 2 unconnected molecules or ions with the total composition C3H9NP2 at a distorted geometry.

Atoms and positions in Å:
1 C 2.194225 0.388336 -0.307619
2 C 0.914364 -0.229529 0.119241
3 N 0.832551 -1.499899 0.199233
4 P 1.781678 -2.757743 -0.355741
5 H 2.654426 -0.214695 -1.165662
6 H 2.846039 0.414620 0.649108
7 H 2.041530 1.374277 -0.725107
8 H 0.039612 0.310767 0.606748
9 H 1.882948 -2.427112 -1.711297
10 H 0.715558 -3.553445 -0.564878
11 C -2.880534 1.942727 1.021487
12 P -4.224908 0.961753 0.784019
13 H -2.835880 2.627959 1.803273
14 H -2.108474 2.013932 0.208685
15 H -3.853136 0.648058 -0.561485

Cartesian forces, eV/Å:
0.93 0.03 -0.34
-0.42 -1.83 1.21
-1.61 1.42 0.24
1.41 0.41 0.52
-0.36 0.62 1.50
-0.69 0.08 -1.81
0.21 0.50 0.25
1.30 -0.11 -0.72
0.26 0.15 -0.50
-1.05 -1.26 -0.34
-0.33 -1.17 -2.67
0.83 0.69 -0.22
0.40 0.76 1.53
-0.77 0.12 1.07
-0.12 -0.40 0.28

SMILES: C/C=N\P.C=P
E (hartree): -857.04462
Orbital gap (Eh): 0.323

No. 8
The following is a DFT calculation (ωB97M-V/def2-TZVPD) of 2 unconnected molecules or ions with the total composition C3H9NS at a distorted geometry.

Atoms and positions in Å:
1 C -2.839322 0.313650 1.314830
2 N -2.438207 -0.429038 2.287567
3 H -2.999021 1.408888 1.459453
4 H -3.059589 -0.141382 0.328979
5 H -2.542188 0.185150 3.108964
6 C 1.692909 1.582926 -1.040897
7 C 2.104410 0.156799 -0.587638
8 S 0.544274 -0.900432 -0.802355
9 H 1.383672 1.462804 -2.108448
10 H 0.851840 1.883467 -0.380321
11 H 2.553014 2.258940 -1.097454
12 H 2.718664 -0.362600 -1.344506
13 H 2.651585 0.285261 0.364870
14 H 1.053105 -1.890589 -1.624597

Cartesian forces, eV/Å:
0.20 -0.53 0.61
-1.35 1.34 -0.76
-0.20 -0.77 -0.35
0.52 0.41 0.45
0.83 -0.44 0.05
-0.06 -1.29 -1.11
-0.28 0.18 -1.42
0.91 -0.31 0.42
-0.32 0.41 0.93
0.66 0.40 -0.66
-0.26 0.10 0.65
0.30 0.72 0.59
-0.78 -1.07 -0.12
-0.17 0.87 0.72

SMILES: C=N.CCS
E (hartree): -572.57520
Orbital gap (Eh): 0.364

Relative energy (zero: lowest compared OMol25 entry of this formula, charge and spin), record by record: 240.25 314.77 213.55 424.51 211.51 35.75 261.38 170.37 kJ/mol